A 3-piece molecular cluster, C43H28F3NO4S overall in a non-equilibrium geometry. Source: OMol25; level of theory: the ωB97M-V functional and the def2-TZVPD basis.

CARTESIAN COORDINATES (ANGSTROEM)
F (10.4621, -2.7574, 3.1778)
C (10.4940, -2.2260, 1.7712)
F (9.5333, -2.9315, 0.8900)
F (11.8728, -2.5772, 1.2623)
C (10.3323, -0.5660, 1.7200)
C (9.0341, -0.0089, 2.5530)
C (7.7057, 0.3043, 1.6361)
C (7.6789, 0.4907, 0.0048)
C (6.2947, 0.7635, -0.8920)
C (4.8983, 0.8484, -0.0374)
C (4.8750, 0.6868, 1.6275)
C (6.2596, 0.4158, 2.4660)
N (3.5789, 0.7917, 2.3998)
C (2.4888, -0.1022, 1.8525)
C (1.6789, -1.1130, 2.8711)
C (0.4686, -2.0895, 2.2661)
C (0.0828, -2.0082, 0.6539)
C (0.8779, -1.0031, -0.3989)
C (2.0923, -0.0799, 0.2276)
S (3.1716, 1.1038, -0.8148)
H (10.4002, -0.1492, 0.6039)
H (11.3190, -0.1558, 2.2491)
H (8.7185, -0.8848, 3.2985)
H (9.2935, 0.9094, 3.2704)
H (8.6800, 0.4018, -0.6162)
H (6.2966, 0.8679, -2.0665)
H (6.1879, 0.3130, 3.6355)
H (3.2922, 1.8112, 2.2925)
H (1.8698, -1.2068, 4.0310)
H (-0.1460, -2.8468, 2.9131)
H (-0.7705, -2.6787, 0.1780)
H (0.6422, -0.9110, -1.5450)
O (-0.0667, 3.1988, -6.7054)
C (-0.8900, 2.5949, -6.0289)
C (-0.6440, 2.3504, -4.5930)
C (0.5298, 2.8317, -3.9987)
C (0.7507, 2.6395, -2.6342)
C (-0.1970, 1.9698, -1.8606)
C (-1.3589, 1.4741, -2.4543)
C (-1.5799, 1.6593, -3.8245)
C (-2.8034, 1.1159, -4.4473)
O (-3.5990, 0.4614, -3.7834)
C (-3.0588, 1.3771, -5.8777)
C (-4.2343, 0.8970, -6.4701)
C (-4.5005, 1.1678, -7.8131)
C (-3.5971, 1.9171, -8.5663)
C (-2.4181, 2.3843, -7.9816)
C (-2.1456, 2.1091, -6.6351)
H (1.2714, 3.3603, -4.5951)
H (1.6605, 3.0178, -2.1733)
H (-0.0307, 1.8311, -0.7947)
H (-2.0918, 0.9476, -1.8452)
H (-4.9465, 0.3155, -5.8870)
H (-5.4155, 0.7976, -8.2703)
H (-3.8091, 2.1364, -9.6106)
H (-1.7165, 2.9659, -8.5775)
O (-8.0340, -0.2933, 2.7393)
C (-6.9271, -0.7187, 3.0457)
C (-5.8017, -0.6316, 2.0928)
C (-5.9993, -0.0392, 0.8387)
C (-4.9314, 0.0828, -0.0515)
C (-3.6667, -0.3834, 0.3066)
C (-3.4719, -0.9898, 1.5486)
C (-4.5429, -1.1198, 2.4410)
C (-4.3316, -1.7787, 3.7453)
O (-3.2391, -2.2564, 4.0288)
C (-5.4508, -1.8481, 4.7054)
C (-5.2511, -2.4390, 5.9601)
C (-6.2937, -2.4789, 6.8871)
C (-7.5349, -1.9304, 6.5655)
C (-7.7402, -1.3539, 5.3102)
C (-6.6970, -1.3174, 4.3757)
H (-6.9824, 0.3319, 0.5545)
H (-5.0854, 0.5471, -1.0231)
H (-2.8316, -0.2769, -0.3822)
H (-2.4829, -1.3560, 1.8193)
H (-4.2834, -2.8649, 6.2200)
H (-6.1357, -2.9345, 7.8622)
H (-8.3447, -1.9529, 7.2915)
H (-8.7132, -0.9306, 5.0659)

Computed properties:
HOMO-LUMO gap: 0.260 hartree
E_LUMO: -1.1671 eV
Charge: 0
HOMO: -8.25 eV
Maximum force: 5.1 eV/Å

***

An isolated ion of composition C9H17N4O and charge +1 in a non-equilibrium geometry. Source: OMol25; level of theory: the ωB97M-V functional and the def2-TZVPD basis.

CARTESIAN COORDINATES (ANGSTROEM)
C (3.4586, -0.5565, -0.5072)
C (2.5600, -1.1678, 0.5317)
O (1.1963, -0.9803, 0.3623)
C (0.6744, 0.1595, 0.8078)
N (1.3524, 0.8435, 1.7337)
C (0.8307, 2.0228, 2.1643)
C (-0.3684, 2.5491, 1.7564)
C (-1.1074, 1.8438, 0.7958)
C (-0.6453, 0.5981, 0.3229)
C (-1.3261, -0.1954, -0.8142)
C (-1.4063, 0.5932, -2.0718)
N (-2.9478, -0.3014, 0.0241)
N (-0.9673, -1.4048, -1.1039)
N (-1.0670, -2.4572, -0.1320)
H (3.0851, -0.8152, -1.4513)
H (3.7004, 0.5350, -0.5479)
H (4.4773, -0.9402, -0.4467)
H (2.8888, -0.7095, 1.5483)
H (2.4896, -2.2552, 0.5340)
H (1.7001, 2.5319, 2.6742)
H (-0.5561, 3.5496, 2.0444)
H (-2.0169, 2.2390, 0.3082)
H (-0.4347, 0.3973, -2.5259)
H (-2.1825, 0.2564, -2.7328)
H (-1.6574, 1.6528, -1.9800)
H (-2.5054, -0.6474, 0.8715)
H (-3.3117, 0.5793, 0.2215)
H (-3.7244, -0.9202, -0.3039)
H (-1.2628, -1.7045, -2.1045)
H (-0.5292, -3.2042, -0.5103)
H (-0.3968, -2.0913, 0.5313)

Computed properties:
HOMO-LUMO gap: 0.348 hartree
E_LUMO: -3.0730 eV
Energy above the lowest of the compared OMol25 structures with the same formula, charge and spin: 164.8 kJ/mol
Charge: +1
HOMO: -12.54 eV
Maximum force: 5.0 eV/Å

***

C39H65MnN4O2S as an isolated structure in a non-equilibrium geometry. Source: OMol25; level of theory: the ωB97M-V functional and the def2-TZVPD basis.

CARTESIAN COORDINATES (ANGSTROEM)
Mn (1.1924, -1.2470, 1.1594)
C (1.1405, -4.4891, 0.6695)
N (1.0596, -3.4560, 1.7302)
C (2.1469, -3.8153, 2.6454)
C (-0.1962, -3.5072, 2.4949)
C (-1.3325, -2.8583, 1.6465)
N (-1.0049, -1.5221, 1.2881)
C (-1.4992, -0.5679, 2.3591)
C (-1.0566, 0.8590, 2.2217)
C (-2.0420, 1.8525, 2.1008)
C (-1.6979, 3.1866, 2.3336)
C (-0.3433, 3.5144, 2.3930)
C (0.6845, 2.5273, 2.4391)
C (0.3379, 1.1633, 2.3580)
O (1.2320, 0.1952, 2.6134)
C (2.1970, 2.7984, 2.8270)
C (2.4187, 2.2045, 4.2376)
C (3.2286, 2.2736, 1.8121)
C (2.4769, 4.2952, 2.9223)
C (-2.6992, 4.2612, 2.7820)
C (-2.6680, 4.2381, 4.3051)
C (-2.3448, 5.6799, 2.1863)
C (-4.1174, 3.9425, 2.2421)
C (-1.6050, -1.2656, -0.0726)
C (-0.8379, -1.9270, -1.1571)
C (-1.4374, -2.8910, -1.9125)
C (-0.8824, -3.5214, -3.0002)
C (0.4192, -3.1000, -3.2975)
C (1.1113, -2.0756, -2.6473)
C (0.4153, -1.4847, -1.4880)
O (0.9937, -0.5233, -0.7477)
C (2.4692, -1.5167, -3.0285)
C (2.3384, 0.0491, -3.1678)
C (2.9952, -2.0291, -4.3718)
C (3.5440, -1.8906, -1.9781)
C (-1.6775, -4.5738, -3.7621)
C (-0.9419, -4.9584, -5.0196)
C (-3.0657, -4.0657, -4.1517)
C (-1.9243, -5.7680, -2.8208)
H (1.2443, -5.5203, 1.0319)
H (2.0623, -4.2678, 0.1763)
H (0.3837, -4.4382, -0.1110)
H (1.7901, -4.7730, 3.0949)
H (2.3570, -3.0643, 3.4160)
H (3.1165, -4.0793, 2.1730)
H (-0.1339, -2.9219, 3.3981)
H (-0.4457, -4.5268, 2.8127)
H (-2.3127, -2.9801, 2.1616)
H (-1.3735, -3.3976, 0.7112)
H (-0.9862, -0.9748, 3.2371)
H (-2.5542, -0.6623, 2.4415)
H (-3.0463, 1.4447, 2.0383)
H (-0.1587, 4.5898, 2.5690)
H (2.1255, 1.1408, 4.1873)
H (1.8186, 2.6820, 4.9893)
H (3.4393, 2.2398, 4.6494)
H (3.2461, 1.1692, 1.8230)
H (4.1684, 2.6318, 2.2291)
H (3.0137, 2.6485, 0.8037)
H (2.0805, 4.6612, 3.9035)
H (2.1890, 4.9712, 2.1209)
H (3.5403, 4.4454, 3.0891)
H (-1.6412, 4.4231, 4.6667)
H (-3.0522, 3.2575, 4.6314)
H (-3.2909, 4.9367, 4.8184)
H (-1.4221, 6.0967, 2.5085)
H (-3.1406, 6.3941, 2.4024)
H (-2.3327, 5.4537, 1.1459)
H (-4.4593, 2.8768, 2.4409)
H (-4.2254, 4.1924, 1.1568)
H (-4.8640, 4.5829, 2.6611)
H (-1.7475, -0.1771, -0.1399)
H (-2.6913, -1.6553, -0.0416)
H (-2.4435, -3.1696, -1.6727)
H (1.0078, -3.4020, -4.1010)
H (1.4307, 0.2422, -3.8219)
H (3.1917, 0.5393, -3.6448)
H (2.1292, 0.4374, -2.2052)
H (2.3941, -1.6610, -5.1924)
H (3.1588, -3.1106, -4.4767)
H (3.9541, -1.5593, -4.5348)
H (3.1518, -1.5811, -0.9935)
H (4.3740, -1.1816, -2.0745)
H (3.8666, -2.9382, -1.9754)
H (-0.6957, -4.1305, -5.6803)
H (-1.4800, -5.6257, -5.6091)
H (0.0392, -5.3511, -4.8244)
H (-3.0953, -3.4638, -5.0712)
H (-3.4730, -3.4902, -3.3183)
H (-3.7220, -4.9258, -4.3265)
H (-0.9112, -6.2387, -2.6133)
H (-2.5810, -6.5391, -3.2318)
H (-2.3800, -5.3115, -1.9467)
S (4.8622, -0.9373, 1.4980)
C (3.5689, -1.6244, 1.3945)
N (-0.4892, 1.9806, -0.9119)
C (0.7316, 2.5789, -1.4706)
C (0.6960, 4.0761, -1.4374)
N (-0.5146, 4.6887, -2.0107)
C (-1.7269, 3.9975, -1.5908)
C (-1.7073, 2.4470, -1.7054)
H (-0.5346, 2.0808, 0.1153)
H (-0.2871, 0.9662, -1.0229)
H (0.8474, 2.2219, -2.5441)
H (1.5539, 2.1545, -0.9487)
H (1.4734, 4.4736, -2.1245)
H (0.9509, 4.4212, -0.4045)
H (-0.4259, 4.7099, -3.0099)
H (-2.5498, 4.3786, -2.2167)
H (-2.0000, 4.3285, -0.5449)
H (-1.4594, 2.1885, -2.7095)
H (-2.6301, 1.9431, -1.3812)

Computed properties:
Multiplicity: 6
HOMO-LUMO gap (spin up / spin down): 0.255 / 0.260 hartree
E_LUMO (spin up / spin down): -3.0024 / -3.1109 eV
Energy above the lowest of the compared OMol25 structures with the same formula, charge and spin: 0.0 kJ/mol
Charge: +1
HOMO (spin up / spin down): -9.93 / -10.20 eV
Maximum force: 3.2 eV/Å

***

AlH2O as an isolated structure. Source: OMol25; level of theory: the ωB97M-V functional and the def2-TZVPD basis.

CARTESIAN COORDINATES (ANGSTROEM)
Al (-0.0767, -0.8068, -2.2558)
O (-0.1034, 0.3365, 0.3477)
H (0.8084, 0.5095, 0.7686)
H (-0.6283, -0.0392, 1.1395)

Computed properties:
HOMO-LUMO gap: 0.213 hartree
E_LUMO: -25.2365 eV
Energy above the lowest of the compared OMol25 structures with the same formula, charge and spin: 109.3 kJ/mol
Charge: +3
HOMO: -31.04 eV
Maximum force: 0.9 eV/Å